No. 1
{
  "formula": "C33H30F10N4OPRb",
  "method": "the ωB97M-V functional and the def2-TZVPD basis",
  "fmax_ha_per_bohr": 0.009,
  "total_charge": -2,
  "e_tot_ha": -2933.8127,
  "multiplicity": 1,
  "elements": ["Rb", "P", "F", "F", "F", "F", "F", "F", "F", "F", "F", "F", "O", "N", "N", "N", "N", "C", "C", "C", "C", "C", "C", "C", "C", "C", "C", "C", "C", "C", "C", "C", "C", "C", "C", "C", "C", "C", "C", "C", "C", "C", "C", "C", "C", "C", "C", "C", "C", "C", "H", "H", "H", "H", "H", "H", "H", "H", "H", "H", "H", "H", "H", "H", "H", "H", "H", "H", "H", "H", "H", "H", "H", "H", "H", "H", "H", "H", "H", "H"],
  "coordinates": [[-0.243, -0.653, -0.078], [3.218, 0.192, -1.166], [-5.684, -0.148, 1.867], [-3.793, -3.944, -1.558], [3.301, -0.071, 4.822], [-6.463, -3.277, -1.574], [3.504, -4.235, 1.303], [-2.072, -2.746, 0.080], [5.152, -4.198, 3.507], [-7.322, -1.365, 0.214], [1.773, -2.251, 0.839], [4.965, -2.057, 5.224], [-0.919, 0.166, -2.494], [-2.746, -0.752, 1.736], [1.546, -0.092, 2.389], [-0.894, 1.518, 2.074], [-2.180, -1.309, -3.879], [-6.010, -1.691, 0.158], [6.748, 1.971, 1.215], [4.876, -2.034, -1.429], [1.283, 1.021, 3.261], [4.500, 1.122, 1.096], [4.646, 0.913, -0.272], [2.413, -1.013, 2.766], [4.410, -2.404, -4.132], [-5.123, -1.044, 0.997], [5.453, -3.105, -2.090], [5.554, 1.649, 1.837], [-5.597, -2.667, -0.724], [3.836, -1.326, -3.470], [4.070, -1.122, -2.111], [-3.717, -1.294, 1.029], [3.441, -3.197, 2.160], [2.896, 1.458, -2.450], [3.288, -1.075, 3.894], [5.856, 1.234, -0.889], [0.111, -0.600, -4.597], [-1.717, 0.940, 3.125], [-3.030, 0.326, 2.642], [4.170, -2.112, 4.133], [0.370, 2.030, 2.568], [-1.585, 2.523, 1.305], [4.270, -3.191, 3.280], [6.901, 1.764, -0.153], [0.259, -1.738, -3.579], [2.576, -2.163, 1.925], [-3.369, -2.347, 0.115], [-4.241, -2.984, -0.724], [5.224, -3.293, -3.448], [-0.883, -0.733, -3.472], [3.560, 0.852, 1.568], [1.993, 1.181, -2.994], [0.912, 2.433, 1.706], [7.571, 2.374, 1.794], [0.201, 2.883, 3.264], [-2.446, 2.095, 0.795], [0.838, 0.718, 4.222], [-1.136, 0.149, 3.601], [2.677, 2.393, -1.932], [5.666, -4.137, -3.963], [1.051, -1.642, -2.843], [3.176, -0.667, -4.019], [5.981, 1.049, -1.950], [7.838, 2.007, -0.640], [5.047, -1.911, -0.365], [-3.561, 0.001, 3.555], [-1.938, 1.708, 3.899], [-2.410, -2.029, -3.199], [-0.914, 2.920, 0.540], [-2.843, -0.561, -3.688], [-1.935, 3.373, 1.926], [6.067, -3.803, -1.535], [4.201, -2.549, -5.184], [0.092, -2.750, -3.930], [-0.191, -0.886, -5.598], [0.802, 0.230, -4.524], [2.180, 1.599, 3.544], [5.432, 1.788, 2.904], [3.727, 1.615, -3.143], [-3.666, 1.115, 2.216]],
  "mulliken_charge": [0.684, 1.368, -0.386, -0.385, -0.438, -0.362, -0.398, -0.415, -0.367, -0.348, -0.222, -0.361, -0.966, -0.243, 0.481, 1.195, -0.788, -0.040, -0.557, -0.582, -1.036, -0.451, -0.545, -0.339, -0.546, 0.677, -0.649, -0.418, 0.659, -0.204, 0.040, 0.225, -0.111, -1.332, 0.638, -0.228, -1.015, -0.840, -1.224, 0.190, -1.343, -1.150, 0.701, -0.668, -0.331, -0.004, 0.212, -0.245, -0.431, 0.907, 0.653, 0.227, 0.351, 0.354, 0.271, 0.223, 0.464, 0.259, 0.462, 0.351, -0.210, 0.182, 0.281, 0.377, 0.388, 0.403, 0.271, 0.199, 0.331, 0.364, 0.313, 0.404, 0.399, 0.328, 0.298, 0.318, 0.426, 0.474, 0.376, 0.454]
}

No. 2
{
  "formula": "C4H7NO",
  "method": "the ωB97M-V functional and the def2-TZVPD basis",
  "fmax_ha_per_bohr": 0.044,
  "total_charge": 0,
  "e_tot_ha": -286.3952,
  "e_above_lowest_kj_mol": 620.69,
  "multiplicity": 1,
  "elements": ["O", "N", "C", "C", "C", "C", "H", "H", "H", "H", "H", "H", "H"],
  "coordinates": [[1.258, -0.409, 1.495], [-0.824, 0.462, -0.916], [-0.405, -1.251, -0.277], [-0.821, 0.733, 0.555], [0.675, 0.561, -0.885], [0.410, -0.161, 0.430], [0.991, 1.605, -0.836], [-0.777, -0.944, -1.306], [-0.699, 1.805, 0.738], [-1.195, -1.646, 0.376], [1.887, -1.094, 1.232], [1.202, 0.007, -1.671], [-1.700, 0.331, 1.067]],
  "mulliken_charge": [-0.549, -0.483, -0.733, -0.396, -0.366, 0.448, 0.285, 0.403, 0.275, 0.260, 0.343, 0.268, 0.245]
}

No. 3
{
  "formula": "C19H21N3O6RuS5",
  "method": "the ωB97M-V functional and the def2-TZVPD basis",
  "s_squared": 0.759,
  "fmax_ha_per_bohr": 0.026,
  "total_charge": 1,
  "e_tot_ha": -3438.0494,
  "e_above_lowest_kj_mol": 116.97,
  "multiplicity": 2,
  "elements": ["Ru", "S", "S", "S", "S", "S", "O", "O", "O", "O", "O", "O", "N", "N", "N", "C", "C", "C", "C", "C", "C", "C", "C", "C", "C", "C", "C", "C", "C", "C", "C", "C", "C", "C", "H", "H", "H", "H", "H", "H", "H", "H", "H", "H", "H", "H", "H", "H", "H", "H", "H", "H", "H", "H", "H"],
  "coordinates": [[0.105, 0.541, 0.728], [2.339, 1.186, -0.925], [-2.179, 0.736, 0.891], [-0.082, -0.185, 2.982], [-1.470, 1.175, -2.328], [0.268, 2.733, 1.463], [-2.370, 2.285, -2.298], [3.700, -1.278, 1.817], [4.197, -3.751, 1.130], [2.068, 0.226, 1.695], [-1.994, -0.146, -2.123], [2.973, -5.246, 0.017], [0.864, -3.626, -0.260], [0.433, -1.565, 0.288], [-0.210, 1.487, -1.229], [-0.425, 1.156, -3.742], [1.990, -3.178, 0.368], [-2.451, 2.213, 1.929], [1.719, -1.887, 0.711], [-1.459, 3.289, 1.538], [-1.840, -0.577, 3.304], [-0.062, -2.652, -0.289], [-1.430, -2.877, -0.820], [0.971, 1.290, -1.845], [1.598, 1.020, -5.572], [0.149, 1.355, 3.950], [0.888, 1.165, -3.311], [0.267, 1.021, -5.990], [1.927, 1.092, -4.227], [0.812, 2.477, 3.170], [-0.775, 1.089, -5.074], [-2.641, -0.600, 2.012], [2.580, -0.936, 1.457], [3.120, -4.154, 0.507], [0.789, -4.572, -0.612], [2.384, 0.965, -6.312], [4.090, -2.813, 1.464], [0.776, 1.090, 4.801], [1.873, 2.266, 3.035], [-1.863, -1.559, 3.774], [-2.240, 0.134, 4.024], [-3.472, 2.539, 1.730], [-1.809, 1.089, -5.391], [-2.370, 1.954, 2.980], [-1.990, -1.951, -0.845], [0.044, 0.969, -7.047], [-1.387, -3.266, -1.837], [-2.429, -1.501, 1.438], [2.955, 1.099, -3.892], [-3.716, -0.562, 2.192], [-0.822, 1.650, 4.339], [-1.948, -3.615, -0.203], [-1.518, 4.151, 2.202], [0.720, 3.419, 3.711], [-1.649, 3.636, 0.520]],
  "mulliken_charge": [0.749, -0.255, 0.014, 0.180, 0.923, 0.067, -0.621, -0.820, -0.535, -0.385, -0.603, -0.601, -0.030, 0.600, -0.306, 0.195, -0.042, -0.792, -0.398, -0.969, -1.001, -0.033, -1.253, 0.791, -0.593, -0.896, 0.389, -0.577, -0.707, -0.796, -0.727, -0.472, 0.886, 0.586, 0.272, 0.415, 0.432, 0.628, 0.312, 0.560, 0.454, 0.585, 0.482, 0.303, 0.147, 0.414, 0.461, 0.085, 0.443, 0.614, 0.417, 0.324, 0.600, 0.660, 0.421]
}